[1]
Here is 7 unconnected molecules or ions with the total composition C39H36F8NO23PS in a non-equilibrium geometry from OMol25. Energies are from ωB97M-V with the def2-TZVPD basis set.

Summary:
Largest force on an atom, Eh/bohr: 0.1702
Total charge: 0
Highest occupied orbital energy, Eh: -0.3113
SMILES: COCCCc1ccc2c(c1N=C=S)C(=O)c1c(cc(F)c(P(O)O)c1[C@H](C)F)C2=O.O=C1OC[C@@H](F)O1.O=C1OC[C@@H](F)O1.O=C1OC[C@@H](F)O1.O=C1OC[C@@H](F)O1.O=C1OC[C@@H](F)O1.O=C1OC[C@@H](F)O1

Geometry (Å):
C 9.75 -0.30 -1.41
O 8.31 -0.39 -1.78
C 7.56 0.43 -0.81
C 5.93 0.11 -0.94
C 5.20 -0.03 0.52
C 3.82 -0.89 0.33
C 3.65 -2.31 1.20
C 2.31 -3.25 1.07
C 1.10 -2.74 0.08
C 1.27 -1.31 -0.76
C 2.63 -0.37 -0.68
N 2.67 0.87 -1.53
C 2.36 1.96 -0.70
S 2.53 3.52 0.02
C -0.02 -0.87 -1.71
O 0.19 -0.31 -2.92
C -1.51 -1.22 -1.09
C -1.69 -2.67 -0.29
C -3.11 -3.19 0.36
C -4.45 -2.24 0.23
F -5.77 -2.66 0.83
C -4.28 -0.78 -0.56
P -5.92 0.26 -0.68
O -6.41 0.83 0.90
O -7.11 -0.91 -1.29
C -2.84 -0.27 -1.20
C -2.76 1.23 -1.94
C -2.79 2.32 -0.67
F -3.85 1.45 -2.92
C -0.32 -3.60 -0.14
O -0.36 -4.93 -0.23
H 9.93 0.38 -0.46
H 10.41 0.16 -2.28
H 10.20 -1.37 -1.18
H 7.77 1.57 -1.07
H 7.88 0.13 0.28
H 5.44 0.99 -1.53
H 5.80 -0.87 -1.58
H 5.89 -0.60 1.28
H 4.97 1.03 1.02
H 4.50 -2.70 1.93
H 2.18 -4.28 1.65
H -3.17 -4.22 0.94
H -5.59 0.79 1.48
H -7.75 -0.42 -1.88
H -1.75 1.39 -2.51
H -2.35 1.73 0.27
H -3.89 2.62 -0.36
H -2.08 3.23 -0.85
C -3.02 5.77 2.42
C -3.40 4.85 3.52
O -2.98 3.58 3.05
C -1.91 3.85 2.24
O -1.11 3.00 1.87
O -1.85 5.17 1.90
F -4.75 4.81 3.67
H -3.77 5.83 1.62
H -2.81 6.78 2.78
H -2.92 5.06 4.48
C -8.62 5.05 -1.24
C -8.49 3.59 -0.99
O -7.15 3.31 -1.34
C -6.48 4.47 -1.10
O -5.26 4.55 -1.02
O -7.32 5.53 -0.95
F -9.30 2.88 -1.80
H -8.87 5.28 -2.28
H -9.37 5.52 -0.59
H -8.66 3.29 0.06
C 5.56 -5.86 -1.14
C 5.55 -6.52 0.19
O 6.29 -5.64 1.00
C 6.10 -4.41 0.46
O 6.35 -3.36 1.03
O 5.58 -4.49 -0.80
F 6.20 -7.71 0.15
H 6.46 -6.10 -1.73
H 4.68 -6.11 -1.74
H 4.55 -6.66 0.61
C -12.01 5.37 3.29
C -10.64 4.85 3.02
O -10.62 4.70 1.62
C -11.49 5.64 1.14
O -11.54 6.00 -0.02
O -12.29 6.14 2.14
F -10.46 3.64 3.58
H -12.75 4.58 3.39
H -12.04 6.00 4.19
H -9.83 5.53 3.32
C -2.43 -7.07 -0.26
C -2.47 -8.18 0.74
O -3.47 -9.04 0.24
C -3.44 -8.87 -1.11
O -3.97 -9.63 -1.90
O -2.75 -7.74 -1.46
F -2.87 -7.72 1.95
H -3.17 -6.30 -0.06
H -1.44 -6.61 -0.32
H -1.53 -8.73 0.84
C 13.43 1.64 -2.42
C 14.68 1.44 -1.63
O 14.26 1.65 -0.30
C 12.95 1.29 -0.28
O 12.32 1.08 0.74
O 12.43 1.19 -1.54
F 15.61 2.37 -1.95
H 13.25 2.69 -2.67
H 13.43 1.06 -3.35
H 15.11 0.44 -1.73

---

[2]
Here is a molecular structure, C39H36GeIN9NaS3 from OMol25. Energies are from ωB97M-V with the def2-TZVPD basis set.

Summary:
Largest force on an atom, Eh/bohr: 0.0041
Total charge: -2
Highest occupied orbital energy (alpha / beta), Eh: -0.0673 / -0.0671
Energy above the lowest of the compared OMol25 structures with the same formula, charge and spin, kJ/mol: 79.3
Multiplicity: 2

Geometry (Å):
Na 2.17 -0.23 -0.86
C -3.99 -0.98 2.11
N -3.05 0.01 2.60
C -3.35 0.44 3.95
C -1.70 -0.31 2.34
N -1.36 -1.45 1.91
N -0.88 0.80 2.60
C 0.48 0.89 2.33
N 0.91 2.21 2.31
N 1.22 -0.14 2.20
H -5.00 -0.56 2.19
H -3.95 -1.92 2.69
H -3.78 -1.21 1.07
H -4.32 0.93 3.97
H -2.60 1.14 4.31
H -3.39 -0.41 4.65
H -0.37 -1.47 1.68
H -1.37 1.67 2.52
H 0.28 2.85 1.85
H 1.84 2.30 1.91
H 2.16 0.16 1.96
S 3.22 -0.83 -3.67
C 2.82 -2.46 -3.90
S 2.14 -2.93 -2.41
C 3.00 -3.24 -5.03
C 3.60 -2.70 -6.20
N 4.08 -2.29 -7.17
C 2.64 -4.61 -5.04
N 2.35 -5.73 -5.07
S 5.40 2.12 2.15
C 4.51 3.41 1.47
C 3.63 2.98 0.52
C 3.57 1.55 0.32
C 4.47 0.97 1.16
C 4.78 -0.46 1.27
C 5.79 -0.95 2.11
C 6.07 -2.30 2.14
C 5.34 -3.16 1.32
C 4.36 -2.60 0.52
N 4.07 -1.30 0.50
H 4.71 4.43 1.79
H 3.00 3.68 -0.02
H 6.35 -0.27 2.73
H 6.84 -2.69 2.79
H 5.53 -4.22 1.29
H 3.77 -3.22 -0.14
C -0.01 2.34 -3.35
Ge -0.40 1.39 -1.61
C -0.97 3.01 -0.53
C -2.12 3.02 0.28
C -2.42 4.08 1.13
C -1.57 5.19 1.19
C -0.44 5.21 0.39
C -0.15 4.14 -0.45
C -2.25 0.58 -1.96
C -2.34 -0.76 -1.67
C -3.53 -1.50 -1.85
C -4.66 -0.89 -2.31
C -4.64 0.49 -2.62
C -5.80 1.15 -3.10
C -5.77 2.48 -3.41
C -4.58 3.22 -3.26
C -3.45 2.60 -2.80
C -3.43 1.22 -2.45
H -0.70 3.15 -3.62
H -0.01 1.60 -4.16
H 1.00 2.76 -3.30
H -2.80 2.17 0.25
H -3.32 4.05 1.73
H -1.79 6.01 1.85
H 0.23 6.06 0.43
H 0.75 4.18 -1.06
H -1.47 -1.28 -1.29
H -3.54 -2.55 -1.60
H -5.59 -1.44 -2.44
H -6.71 0.58 -3.22
H -6.67 2.97 -3.78
H -4.55 4.27 -3.51
H -2.53 3.16 -2.68
I -1.04 -4.58 -0.91
C 0.21 -4.49 0.78
C 0.31 -5.62 1.59
C 1.12 -5.52 2.71
C 1.77 -4.32 2.98
C 1.58 -3.27 2.10
N 0.83 -3.36 1.00
H -0.22 -6.53 1.34
H 1.24 -6.37 3.37
H 2.40 -4.20 3.84
H 2.04 -2.30 2.27

---

[3]
Here is a molecular structure, C39H36IN10O3PSY from OMol25. Energies are from ωB97M-V with the def2-TZVPD basis set.

Summary:
Largest force on an atom, Eh/bohr: 0.0078
Total charge: +1
Highest occupied orbital energy, Eh: -0.3707
Energy above the lowest of the compared OMol25 structures with the same formula, charge and spin, kJ/mol: 16.3

Geometry (Å):
Y -0.36 1.08 0.50
O -2.86 0.96 -2.97
C -2.61 1.15 -1.80
N -1.65 1.97 -1.26
C -1.28 3.06 -1.99
O -1.88 3.56 -2.93
C -0.02 3.73 -1.51
C 0.42 4.87 -2.18
C 1.60 5.47 -1.79
C 2.30 4.90 -0.74
C 1.80 3.77 -0.13
N 0.65 3.18 -0.49
C -3.35 0.35 -0.76
C -4.66 -0.02 -0.99
C -5.30 -0.80 -0.05
C -4.59 -1.20 1.07
C -3.28 -0.79 1.22
N -2.65 -0.02 0.32
H -0.19 5.24 -3.00
H 1.96 6.36 -2.29
H 3.24 5.32 -0.39
H 2.33 3.32 0.70
H -5.15 0.31 -1.90
H -6.33 -1.10 -0.19
H -5.05 -1.82 1.84
H -2.71 -1.08 2.09
C 2.47 2.95 3.97
C 1.81 2.17 2.87
N 0.63 2.44 2.41
N 0.04 3.54 2.92
C -1.27 3.59 2.74
N -1.88 4.72 3.14
S -2.25 2.34 2.07
C 2.53 1.06 2.25
C 3.68 0.53 2.83
C 4.35 -0.50 2.19
C 3.87 -0.97 0.98
C 2.72 -0.40 0.47
N 2.05 0.59 1.08
H 1.91 3.85 4.17
H 3.49 3.21 3.69
H 2.51 2.35 4.88
H -1.34 5.44 3.59
H -2.88 4.79 3.07
H 4.04 0.92 3.77
H 5.25 -0.92 2.64
H 4.37 -1.75 0.44
H 2.32 -0.73 -0.47
N 0.15 -2.74 1.03
P -0.24 -2.05 -0.47
C -1.72 -2.94 -1.03
C -2.19 -4.12 -0.46
C -3.31 -4.75 -0.98
C -3.96 -4.22 -2.08
C -3.50 -3.05 -2.66
C -2.39 -2.41 -2.13
C 1.06 -2.77 -1.52
C 2.23 -3.34 -1.03
C 3.21 -3.79 -1.90
C 3.04 -3.67 -3.28
C 1.88 -3.10 -3.77
C 0.89 -2.65 -2.90
C 0.00 -2.12 2.26
C 0.15 -2.92 3.41
C 0.01 -2.35 4.65
C -0.31 -1.00 4.74
C -0.45 -0.29 3.57
N -0.28 -0.82 2.33
H 0.35 -3.72 1.10
H -1.71 -4.54 0.42
H -3.67 -5.66 -0.52
H -4.83 -4.72 -2.49
H -4.01 -2.62 -3.51
H -2.07 -1.47 -2.58
H 2.39 -3.42 0.04
H 4.11 -4.24 -1.51
H 3.81 -4.02 -3.95
H 1.73 -3.01 -4.85
H -0.02 -2.23 -3.31
H 0.38 -3.97 3.30
H 0.12 -2.95 5.55
H -0.47 -0.51 5.69
H -0.74 0.75 3.60
N 2.56 1.33 -2.96
C 1.30 0.96 -2.76
O 0.89 0.60 -1.65
C 0.36 0.93 -3.95
I 0.64 2.51 -5.35
H 3.18 1.39 -2.17
H 2.85 1.72 -3.84
H -0.67 0.98 -3.60
H 0.51 0.00 -4.49

---

[4]
Here is a molecular structure, C39H36MgN5O2S3 in a non-equilibrium geometry from OMol25. Energies are from ωB97M-V with the def2-TZVPD basis set.

Summary:
Largest force on an atom, Eh/bohr: 0.0867
Total charge: +1
Highest occupied orbital energy, Eh: -0.3661
Energy above the lowest of the compared OMol25 structures with the same formula, charge and spin, kJ/mol: 33.3

Geometry (Å):
Mg -1.15 -2.37 -0.80
N -2.96 -2.27 0.53
C -3.99 -3.11 -0.15
C -3.45 -4.47 -0.66
C -2.69 -4.52 -2.08
O -3.15 -5.31 -2.91
O -1.64 -3.78 -2.14
H -2.72 -2.70 1.41
H -3.31 -1.33 0.72
H -4.32 -2.55 -1.03
H -4.83 -3.32 0.55
H -4.33 -5.13 -0.76
H -2.77 -4.91 0.09
N -0.58 -0.94 -2.14
S -0.33 0.51 -2.09
N 0.44 1.31 -0.85
S 0.20 0.95 0.68
N 0.04 -0.53 1.18
S 0.98 -1.87 1.11
N 0.39 -3.06 0.40
C 2.49 -1.47 0.30
C 3.48 -0.79 1.01
C 4.65 -0.42 0.37
C 4.86 -0.78 -0.96
C 3.87 -1.47 -1.68
C 2.68 -1.82 -1.06
C 1.22 -2.18 2.83
C 2.42 -2.81 3.21
C 2.51 -3.32 4.51
C 1.39 -3.22 5.38
C 0.23 -2.56 4.98
C 0.12 -2.06 3.67
C 1.49 1.72 1.59
C 1.49 1.47 2.98
C 2.55 1.97 3.76
C 3.53 2.79 3.17
C 3.48 3.10 1.80
C 2.47 2.53 1.00
C -1.24 1.83 1.20
C -1.39 3.16 0.73
C -2.46 3.91 1.20
C -3.31 3.42 2.19
C -3.11 2.13 2.71
C -2.08 1.32 2.20
C -1.85 1.41 -2.28
C -1.79 2.75 -2.67
C -2.97 3.47 -2.80
C -4.21 2.85 -2.59
C -4.26 1.50 -2.19
C -3.08 0.78 -2.03
C 0.58 0.98 -3.51
C 1.97 1.09 -3.45
C 2.71 1.16 -4.63
C 2.06 1.06 -5.86
C 0.66 0.93 -5.92
C -0.10 0.89 -4.76
H 3.33 -0.55 2.07
H 5.44 0.12 0.91
H 5.82 -0.52 -1.43
H 4.05 -1.81 -2.73
H 1.91 -2.40 -1.59
H 3.25 -2.92 2.50
H 3.42 -3.80 4.86
H 1.44 -3.66 6.39
H -0.60 -2.44 5.68
H -0.80 -1.55 3.30
H 0.69 0.87 3.43
H 2.59 1.67 4.80
H 4.32 3.22 3.78
H 4.21 3.75 1.33
H 2.45 2.71 -0.09
H -0.67 3.56 0.00
H -2.62 4.91 0.79
H -4.12 4.03 2.58
H -3.71 1.77 3.55
H -1.86 0.33 2.62
H -0.83 3.24 -2.87
H -2.95 4.50 -3.17
H -5.13 3.41 -2.72
H -5.23 0.99 -2.08
H -3.10 -0.30 -1.81
H 2.47 1.09 -2.47
H 3.80 1.26 -4.59
H 2.62 1.02 -6.79
H 0.15 0.82 -6.89
H -1.20 0.79 -4.79

---

[5]
Here is a molecular structure, C39H37Cl2FeIN2O2PSe from OMol25. Energies are from ωB97M-V with the def2-TZVPD basis set.

Summary:
Largest force on an atom, Eh/bohr: 0.0148
Total charge: 0
Highest occupied orbital energy (alpha / beta), Eh: -0.2438 / -0.2638
Energy above the lowest of the compared OMol25 structures with the same formula, charge and spin, kJ/mol: 165.9
Multiplicity: 6

Geometry (Å):
Fe 1.04 -0.36 1.48
Cl 1.30 3.39 7.94
C 1.53 2.44 6.50
C 2.64 1.56 6.44
C 2.87 0.81 5.33
Cl 4.22 -0.27 5.28
C 2.02 0.86 4.17
O 2.28 0.18 3.14
C 0.90 1.75 4.29
C -0.06 1.86 3.24
O -0.11 1.21 2.19
C 0.68 2.53 5.45
H 3.30 1.49 7.29
H -0.84 2.62 3.39
H -0.17 3.19 5.48
I 0.58 -2.45 3.12
C -0.66 -3.98 2.37
C -0.71 -5.00 3.29
C -1.48 -6.16 3.08
C -2.21 -6.25 1.94
C -2.18 -5.22 0.97
C -2.97 -5.43 -0.19
C -3.02 -4.50 -1.17
C -2.25 -3.34 -1.03
C -1.44 -3.07 0.05
P -0.44 -1.51 -0.15
C 0.89 -2.03 -1.26
C 0.68 -2.52 -2.53
C 1.73 -2.94 -3.34
C 3.06 -2.92 -2.84
C 3.32 -2.49 -1.59
C 2.27 -1.98 -0.65
C -1.61 -0.49 -1.11
C -2.85 -0.22 -0.54
C -3.78 0.58 -1.19
C -3.47 1.13 -2.43
C -2.23 0.88 -3.00
C -1.30 0.08 -2.34
C -1.39 -4.04 1.13
H -0.15 -4.92 4.21
H -1.49 -6.94 3.83
H -2.82 -7.12 1.74
H -3.54 -6.35 -0.25
H -3.63 -4.64 -2.05
H -2.30 -2.61 -1.83
H -0.33 -2.57 -2.93
H 1.54 -3.29 -4.35
H 3.87 -3.25 -3.47
H 4.33 -2.49 -1.21
H 2.25 -2.72 0.18
H -3.11 -0.64 0.43
H -4.73 0.78 -0.73
H -4.18 1.76 -2.94
H -1.98 1.31 -3.96
H -0.34 -0.10 -2.79
C 2.01 0.87 -1.86
C 2.99 0.58 -0.72
C 4.40 0.48 -1.31
C 2.98 1.79 0.23
C 2.57 -0.65 0.10
H 2.32 1.78 -2.38
H 0.99 1.03 -1.49
H 2.00 0.06 -2.59
H 4.69 1.43 -1.78
H 4.47 -0.29 -2.08
H 5.13 0.25 -0.54
H 3.34 2.68 -0.28
H 3.62 1.61 1.10
H 1.98 2.00 0.60
H 3.41 -0.86 0.79
C -4.00 4.55 -0.78
N -2.90 4.61 -1.72
C -2.96 5.18 -2.98
C -1.73 5.04 -3.53
N -0.94 4.39 -2.60
C 0.45 4.05 -2.80
C -1.66 4.12 -1.48
Se -1.08 3.23 0.02
H -4.91 4.28 -1.31
H -4.13 5.52 -0.29
H -3.76 3.80 -0.03
H -3.86 5.62 -3.36
H -1.35 5.35 -4.48
H 1.04 4.96 -2.97
H 0.55 3.38 -3.66
H 0.80 3.55 -1.91